{
  "formula": "C46H68N10O3S3",
  "method": "ωB97M-V/def2-TZVPD",
  "symbols": ["C", "S", "O", "C", "H", "H", "H", "H", "H", "H", "C", "S", "O", "C", "H", "H", "H", "H", "H", "H", "C", "S", "O", "C", "H", "H", "H", "H", "H", "H", "N", "C", "C", "C", "C", "H", "H", "H", "H", "H", "N", "C", "C", "C", "C", "H", "H", "H", "H", "H", "N", "C", "C", "C", "C", "H", "H", "H", "H", "H", "N", "C", "C", "C", "C", "H", "H", "H", "H", "H", "N", "C", "C", "C", "C", "H", "H", "H", "H", "H", "N", "C", "C", "C", "C", "H", "H", "H", "H", "H", "N", "C", "C", "C", "C", "H", "H", "H", "H", "H", "N", "C", "C", "C", "C", "H", "H", "H", "H", "H", "N", "C", "C", "C", "C", "H", "H", "H", "H", "H", "N", "C", "C", "C", "C", "H", "H", "H", "H", "H"],
  "positions_angstrom": [[3.590, 0.406, 1.098], [4.375, 2.102, 1.162], [3.845, 2.798, 2.423], [5.989, 1.464, 1.633], [3.922, -0.271, 0.310], [2.510, 0.530, 1.022], [3.675, -0.166, 2.022], [6.387, 0.824, 0.845], [5.930, 0.862, 2.539], [6.661, 2.304, 1.809], [-0.100, 0.605, 0.653], [0.336, 0.611, -1.133], [1.798, 0.352, -1.436], [-0.441, -1.033, -1.361], [0.365, 1.515, 1.034], [0.294, -0.298, 1.120], [-1.118, 0.920, 0.881], [-0.320, -1.542, -2.317], [-1.508, -0.967, -1.150], [-0.136, -1.725, -0.577], [-2.488, 4.253, -0.846], [-3.620, 3.573, 0.484], [-2.970, 2.274, 0.928], [-3.266, 4.822, 1.820], [-1.485, 3.917, -0.584], [-2.507, 5.329, -1.019], [-2.680, 3.766, -1.803], [-2.279, 4.532, 2.179], [-3.914, 4.683, 2.685], [-3.230, 5.865, 1.506], [0.789, -2.058, -5.169], [1.908, -1.884, -4.352], [1.861, -2.891, -3.354], [0.693, -3.597, -3.538], [0.043, -3.095, -4.642], [0.547, -1.456, -5.942], [2.649, -1.105, -4.456], [2.573, -3.022, -2.552], [0.382, -4.395, -2.880], [-0.963, -3.330, -4.955], [-1.770, -5.562, -2.319], [-1.706, -4.944, -1.052], [-1.125, -5.804, -0.207], [-0.709, -6.969, -0.948], [-1.217, -6.848, -2.195], [-2.070, -5.084, -3.156], [-2.024, -3.912, -1.027], [-0.826, -5.593, 0.809], [-0.258, -7.876, -0.572], [-1.229, -7.480, -3.070], [1.728, -3.932, 3.194], [0.599, -3.108, 3.227], [-0.162, -3.388, 4.306], [0.482, -4.497, 4.959], [1.667, -4.782, 4.304], [2.388, -3.903, 2.431], [0.436, -2.406, 2.422], [-1.100, -2.959, 4.626], [0.059, -5.040, 5.791], [2.418, -5.540, 4.468], [2.854, -5.293, 0.275], [2.147, -4.189, -0.243], [2.915, -3.052, -0.019], [4.149, -3.452, 0.503], [4.068, -4.841, 0.740], [2.531, -6.250, 0.269], [1.120, -4.267, -0.568], [2.567, -2.069, -0.300], [5.035, -2.877, 0.726], [4.762, -5.495, 1.245], [2.023, 4.840, 2.277], [2.406, 6.113, 2.075], [1.359, 6.995, 1.842], [0.282, 6.164, 1.843], [0.632, 4.830, 2.047], [2.612, 4.035, 2.441], [3.475, 6.265, 2.045], [1.280, 8.060, 1.683], [-0.751, 6.430, 1.676], [0.150, 3.864, 2.077], [3.476, 4.225, -2.983], [2.764, 5.299, -2.495], [2.023, 4.874, -1.481], [2.410, 3.571, -1.176], [3.255, 3.133, -2.162], [4.102, 4.323, -3.769], [2.740, 6.223, -3.054], [1.230, 5.387, -0.957], [1.899, 3.045, -0.383], [3.746, 2.188, -2.339], [0.338, 1.910, 4.838], [-0.798, 2.442, 4.321], [-1.563, 1.522, 3.657], [-0.824, 0.304, 3.767], [0.364, 0.561, 4.484], [1.054, 2.455, 5.297], [-0.885, 3.504, 4.501], [-2.507, 1.676, 3.156], [-1.142, -0.666, 3.415], [1.165, -0.127, 4.711], [-4.800, -2.216, -2.897], [-5.612, -1.467, -2.069], [-4.945, -0.301, -1.735], [-3.726, -0.363, -2.299], [-3.582, -1.600, -2.918], [-5.020, -3.128, -3.271], [-6.549, -1.941, -1.817], [-5.280, 0.476, -1.064], [-3.125, 0.528, -2.193], [-2.712, -2.056, -3.367], [-4.291, -0.210, 2.128], [-4.636, -0.865, 3.325], [-4.345, -2.225, 3.081], [-3.820, -2.352, 1.840], [-3.799, -1.118, 1.210], [-4.410, 0.791, 2.063], [-4.915, -0.478, 4.294], [-4.312, -3.036, 3.793], [-3.584, -3.296, 1.370], [-3.409, -0.822, 0.248], [0.472, 2.648, -3.791], [-0.078, 3.856, -4.167], [-1.289, 3.631, -4.769], [-1.480, 2.290, -4.821], [-0.383, 1.669, -4.274], [1.375, 2.492, -3.366], [0.448, 4.767, -3.924], [-1.964, 4.397, -5.122], [-2.284, 1.790, -5.339], [-0.095, 0.630, -4.209]],
  "forces_ev_per_angstrom": [[-0.6, 0.2, 0.6], [-0.6, -1.1, 1.4], [0.6, -1.0, -1.2], [0.4, 0.0, 0.2], [0.2, 0.6, -0.4], [0.2, 0.4, -0.5], [0.6, 0.4, 0.4], [-0.1, 0.2, -0.2], [-0.3, 0.1, 0.1], [-0.1, 0.0, -0.1], [1.2, 1.1, -0.4], [-0.7, -1.6, -0.5], [-0.7, 0.4, 0.8], [-0.8, -0.2, 0.5], [0.8, -0.1, 0.3], [-0.3, 0.2, 0.2], [-0.5, -0.9, -0.6], [0.4, 0.6, -0.2], [-0.1, 0.5, -0.2], [0.7, 0.1, 0.1], [0.1, -0.6, 0.4], [0.7, 0.5, -0.3], [-0.6, 1.1, -0.3], [0.8, -0.8, -0.1], [0.1, 0.2, 0.3], [-0.2, 0.0, 0.4], [-0.5, -0.2, 0.1], [0.2, 0.1, -0.1], [-0.4, -0.1, -0.4], [-0.3, -0.2, -0.3], [0.7, 0.0, 1.4], [-0.4, -1.6, 0.9], [1.2, 2.4, -1.3], [-0.7, -0.7, -0.2], [-0.4, 0.1, 0.1], [-0.1, -0.2, 0.2], [-0.2, 0.0, -0.4], [0.0, 0.1, -0.2], [-0.3, 0.0, -0.3], [0.2, 0.1, -0.5], [0.2, -0.7, 1.6], [-0.5, 0.3, -2.7], [1.6, -0.6, 0.9], [-0.9, -0.3, 0.7], [-0.3, 1.8, -1.6], [0.0, -0.4, 0.2], [-0.1, -0.1, 0.5], [-0.3, 0.0, 0.1], [0.0, 0.2, 0.1], [0.2, -0.1, 0.2], [-1.3, 0.3, 1.0], [1.2, 0.1, -1.1], [0.1, -1.3, 0.7], [0.4, 0.1, 0.0], [-0.8, 0.6, -1.0], [0.1, -0.2, 0.3], [0.1, 0.1, 0.1], [0.1, 0.1, -0.3], [0.3, 0.1, 0.1], [-0.1, 0.1, 0.0], [-0.2, 1.7, -0.5], [0.7, -0.4, 1.3], [-1.0, -0.7, -1.0], [0.4, -1.9, 1.0], [-0.1, 1.0, -0.4], [0.1, 0.3, 0.0], [0.2, -0.2, -0.1], [0.2, 0.1, -0.1], [-0.2, 0.1, 0.1], [0.0, 0.0, -0.3], [-3.1, 1.2, -1.1], [2.4, 0.9, 0.2], [1.5, -0.4, 0.2], [-3.3, -2.5, -0.3], [1.8, 0.3, 0.6], [0.4, -0.2, -0.2], [0.0, 0.4, 0.2], [0.6, -0.1, 0.0], [0.0, 0.2, 0.0], [-0.5, 0.3, 0.1], [0.2, 0.3, 0.2], [0.6, 0.5, -2.5], [-1.1, 0.6, 2.0], [-0.9, -1.2, 0.0], [0.6, 0.4, -0.1], [-0.1, -0.4, 0.3], [0.1, 0.0, 0.1], [0.3, 0.3, 0.1], [0.4, -0.4, -0.1], [-0.1, 0.1, 0.1], [0.0, -1.7, -0.7], [-0.1, 1.7, 0.4], [0.8, -0.4, 0.5], [1.2, 0.2, 0.9], [-1.4, 0.1, -0.7], [-0.1, -0.3, -0.2], [-0.6, 0.0, -0.2], [0.3, 0.0, 0.1], [0.1, 0.0, -0.1], [0.0, 0.2, 0.2], [0.4, 0.5, 1.4], [-0.7, -0.6, -0.5], [-3.5, -0.9, 1.0], [2.4, -0.1, -0.8], [0.7, 0.8, -0.9], [0.1, 0.2, 0.3], [-0.2, 0.6, 0.2], [-0.2, -0.1, -0.2], [1.0, -0.6, -0.3], [-0.1, 0.1, -0.3], [-0.6, -0.4, 1.8], [1.0, -2.1, -1.6], [-0.6, 1.4, 2.7], [0.6, -0.1, -3.0], [0.0, 0.3, 1.0], [0.4, -0.2, -0.7], [-0.1, 0.7, -0.5], [-0.5, 0.2, 0.2], [0.3, 0.1, 0.0], [-0.3, 0.0, 0.2], [-1.4, -0.1, -1.6], [0.8, 0.3, 0.9], [0.4, 2.7, 0.2], [-0.3, -3.0, -0.7], [0.8, 0.0, 0.6], [-0.1, 0.1, 0.1], [-0.2, 0.0, 0.0], [0.1, 0.0, 0.0], [0.0, -0.1, 0.2], [-0.2, 0.0, 0.1]],
  "lowdin_charge": [-0.232, 0.894, -0.564, -0.273, 0.044, 0.006, 0.060, 0.055, 0.058, 0.051, -0.253, 0.840, -0.563, -0.239, 0.033, 0.042, 0.028, 0.030, 0.014, 0.044, -0.219, 0.866, -0.598, -0.234, 0.041, 0.055, 0.035, 0.021, 0.049, 0.049, 0.021, -0.096, -0.107, -0.151, -0.156, 0.143, 0.104, 0.075, 0.075, 0.094, 0.006, -0.144, -0.127, -0.111, -0.132, 0.126, 0.101, 0.097, 0.091, 0.107, 0.030, -0.154, -0.113, -0.114, -0.124, 0.087, 0.090, 0.091, 0.085, 0.097, 0.029, -0.117, -0.141, -0.107, -0.137, 0.145, 0.086, 0.075, 0.089, 0.104, 0.047, -0.162, -0.108, -0.174, -0.118, 0.058, 0.110, 0.096, 0.074, 0.080, 0.021, -0.155, -0.129, -0.149, -0.152, 0.147, 0.114, 0.101, 0.076, 0.110, 0.020, -0.186, -0.107, -0.114, -0.102, 0.148, 0.106, 0.061, 0.076, 0.098, 0.022, -0.110, -0.145, -0.159, -0.135, 0.147, 0.107, 0.106, 0.104, 0.087, 0.022, -0.095, -0.147, -0.146, -0.114, 0.105, 0.098, 0.092, 0.088, 0.078, 0.048, -0.127, -0.145, -0.146, -0.147, 0.096, 0.094, 0.097, 0.098, 0.086],
  "e_above_lowest_kj_mol": 211.96,
  "homo_lumo_gap_ev": 7.94,
  "charge": 0,
  "spin_multiplicity": 1,
  "fmax_ha_per_bohr": 0.08139
}